{
  "formula": "C32H23BF6O",
  "method": "the ωB97M-V functional and the def2-TZVPD basis",
  "relative_energy_kj_mol": 0.0,
  "lumo_ev": -0.58,
  "homo_energy_ev": -7.890,
  "spin_multiplicity": 1,
  "gap_ev": 7.311,
  "elements": ["F", "C", "C", "C", "C", "C", "F", "C", "B", "C", "C", "F", "C", "C", "C", "C", "F", "C", "C", "F", "C", "C", "C", "C", "F", "H", "H", "H", "H", "H", "H", "H", "H", "H", "C", "O", "C", "C", "C", "C", "C", "C", "C", "C", "C", "C", "C", "C", "C", "H", "H", "H", "H", "H", "H", "H", "H", "H", "H", "H", "H", "H", "H"],
  "coordinates": [[-2.2297, -0.6799, -2.8640], [-2.3555, 0.5388, -2.2358], [-3.6201, 0.9467, -1.8703], [-3.7626, 2.1320, -1.1338], [-2.6302, 2.8267, -0.6860], [-1.3899, 2.3542, -1.0576], [-0.2863, 2.8984, -0.4384], [-1.1964, 1.2867, -1.9571], [0.1542, 0.9642, -2.5824], [0.4863, -0.4191, -3.1706], [0.6557, -1.5532, -2.3717], [0.3801, -1.4297, -1.0331], [1.0577, -2.7785, -2.8704], [1.2193, -2.9153, -4.2527], [1.0206, -1.8201, -5.0993], [0.6852, -0.5970, -4.5437], [0.5069, 0.4863, -5.3729], [1.3166, 1.9614, -2.4924], [2.5074, 1.6067, -1.8458], [2.5096, 0.4457, -1.1065], [3.6309, 2.4081, -1.8233], [3.5574, 3.6646, -2.4322], [2.3547, 4.1100, -2.9989], [1.2641, 3.2625, -3.0062], [0.0620, 3.7201, -3.4879], [-4.4788, 0.3548, -2.1783], [-4.7563, 2.5104, -0.8961], [-2.7023, 3.7189, -0.0662], [1.2259, -3.5986, -2.1760], [1.5018, -3.8840, -4.6640], [1.1260, -1.9090, -6.1797], [4.5393, 2.0407, -1.3479], [4.4432, 4.3007, -2.4688], [2.2636, 5.0981, -3.4476], [-3.5253, -4.9621, 2.4191], [-2.0911, -5.0818, 2.3271], [-1.2946, -4.0464, 2.7011], [0.0698, -4.1803, 2.3427], [0.8801, -3.0729, 2.3963], [0.3937, -1.8356, 2.8343], [1.3891, -0.7081, 2.7652], [0.9670, 0.7145, 3.0532], [1.9643, 1.5422, 3.5755], [1.6845, 2.8554, 3.9389], [0.3960, 3.3698, 3.7417], [-0.5872, 2.5695, 3.1502], [-0.2990, 1.2444, 2.7895], [-0.9053, -1.7518, 3.3490], [-1.7608, -2.8511, 3.3038], [-3.8829, -5.8661, 1.9244], [-3.8320, -4.9543, 3.4723], [-3.9103, -4.0717, 1.9023], [0.4217, -5.1324, 1.9574], [1.9176, -3.1398, 2.0683], [1.8744, -0.7383, 1.8094], [2.1937, -0.9511, 3.4753], [2.9639, 1.1192, 3.7094], [2.4734, 3.4689, 4.3763], [0.1600, 4.3882, 4.0555], [-1.5838, 2.9726, 2.9620], [-1.0719, 0.6366, 2.3130], [-1.2772, -0.8144, 3.7669], [-2.7884, -2.7751, 3.6774]],
  "forces_ev_per_angstrom": [[-0.276, 1.408, 0.349], [0.340, -0.468, -0.095], [-0.437, 0.257, 0.083], [0.509, -0.152, -0.242], [-0.354, -0.001, 0.015], [0.681, -0.027, 0.308], [-1.187, -0.222, -0.930], [-0.630, -0.168, 0.498], [-0.078, -0.218, 0.924], [0.170, -0.774, -0.794], [-0.284, 0.335, 0.048], [0.328, -0.126, -0.922], [-0.044, -0.044, -0.009], [-0.027, 0.345, 0.213], [0.053, -0.165, -0.173], [0.028, -0.031, 0.332], [0.119, -0.719, 0.659], [0.658, 0.785, 0.027], [-0.399, -0.094, 0.166], [0.157, 0.753, -0.841], [0.170, 0.146, -0.063], [-0.312, -0.215, -0.131], [0.266, 0.172, -0.112], [-0.111, -0.278, 0.308], [0.950, -0.388, 0.133], [0.157, 0.129, 0.131], [0.259, -0.183, 0.011], [-0.009, -0.298, -0.074], [-0.105, 0.101, -0.216], [-0.066, 0.298, 0.065], [-0.004, 0.020, 0.280], [-0.243, 0.187, -0.057], [-0.323, -0.154, 0.082], [0.060, -0.230, 0.149], [0.844, -0.126, 0.159], [-0.619, -0.157, 0.187], [0.103, 0.887, -0.010], [-1.010, 0.045, 0.093], [-0.159, 0.124, 0.080], [-0.267, 0.034, 0.219], [-0.068, 0.169, 0.867], [0.073, -0.082, -0.127], [-0.258, 0.227, 0.202], [-0.161, 0.001, -0.156], [0.003, -0.201, -0.010], [0.359, -0.130, -0.032], [0.040, 0.407, 0.136], [0.473, 0.007, -0.088], [0.122, -1.044, -0.585], [-0.140, 0.182, 0.147], [-0.080, 0.022, -0.204], [0.244, -0.137, 0.113], [-0.103, 0.117, 0.017], [-0.206, -0.021, 0.033], [0.179, -0.002, -0.798], [-0.134, 0.105, -0.068], [-0.293, 0.227, 0.079], [-0.273, -0.085, -0.118], [0.074, -0.282, -0.144], [0.278, -0.089, 0.070], [0.320, 0.235, 0.138], [0.186, -0.395, -0.075], [0.456, -0.018, -0.249]]
}



{
  "formula": "C32H23BrCl3CuF4NO2PSi",
  "method": "the ωB97M-V functional and the def2-TZVPD basis",
  "lumo_ev": [-3.59, -4.96],
  "homo_energy_ev": [-10.769, -10.994],
  "total_charge": 1,
  "spin_multiplicity": 2,
  "gap_ev": [7.183, 6.038],
  "elements": ["Cu", "F", "C", "C", "F", "C", "F", "C", "P", "C", "C", "C", "C", "C", "C", "C", "C", "C", "C", "C", "C", "C", "Br", "C", "F", "H", "H", "H", "H", "H", "H", "H", "H", "H", "H", "C", "O", "C", "C", "C", "C", "C", "C", "N", "C", "C", "C", "C", "C", "C", "C", "O", "H", "H", "H", "H", "H", "H", "H", "H", "H", "H", "H", "H", "H", "Cl", "Si", "Cl", "Cl"],
  "coordinates": [[-13.0297, -9.5582, 14.6963], [-17.8191, -15.1367, 14.6800], [-17.2347, -13.9489, 14.8952], [-17.8705, -12.8386, 15.5163], [-19.2530, -12.8200, 15.6809], [-17.1143, -11.7029, 15.7917], [-17.7387, -10.8027, 16.5771], [-15.7991, -11.5134, 15.3602], [-14.9048, -10.0076, 15.6232], [-14.8130, -10.0208, 17.4357], [-13.7520, -10.7189, 18.0688], [-13.6864, -10.7968, 19.4766], [-14.6943, -10.1255, 20.2361], [-15.7609, -9.5439, 19.6200], [-15.8267, -9.4342, 18.2383], [-16.0753, -8.7863, 15.0114], [-16.2539, -7.5862, 15.6510], [-17.1783, -6.6085, 15.1097], [-17.8181, -6.7702, 13.9122], [-17.6254, -8.0162, 13.2774], [-16.7554, -8.9677, 13.7887], [-15.1456, -12.6440, 14.8012], [-13.3089, -12.7948, 14.3631], [-15.8821, -13.8259, 14.5578], [-15.1991, -14.9151, 14.1322], [-12.9217, -11.1591, 17.4899], [-12.8766, -11.4074, 19.9743], [-14.6266, -10.1069, 21.3574], [-16.5593, -9.0944, 20.1986], [-16.7686, -9.0886, 17.7284], [-15.6390, -7.1449, 16.4757], [-17.3079, -5.7498, 15.7693], [-18.4361, -6.0097, 13.4224], [-17.8310, -8.1459, 12.2225], [-16.6389, -9.8971, 13.2483], [-7.6024, -14.4475, 11.0906], [-7.8976, -13.0171, 11.3051], [-6.9036, -12.0630, 11.1195], [-5.9858, -12.1159, 10.0949], [-5.0253, -11.1000, 9.9823], [-4.8149, -10.1435, 10.9367], [-5.7158, -10.0632, 12.0167], [-6.7735, -10.9898, 12.1227], [-7.7247, -10.8688, 13.2325], [-9.0488, -10.6739, 13.1262], [-9.7479, -9.9897, 12.1387], [-9.1929, -9.2774, 11.1297], [-9.9904, -8.6674, 10.1942], [-11.3861, -8.6826, 10.3074], [-11.9739, -9.1387, 11.4957], [-11.1782, -9.8728, 12.4403], [-11.6429, -10.1990, 13.6169], [-8.3309, -14.9630, 11.7540], [-6.5602, -14.7432, 11.3028], [-7.7881, -14.6139, 10.0586], [-6.0018, -12.9436, 9.4252], [-4.3797, -11.1655, 9.0609], [-3.8821, -9.5238, 10.8545], [-5.6191, -9.3289, 12.8416], [-7.5114, -11.3452, 14.0762], [-9.6796, -11.1087, 13.9258], [-8.0881, -9.1622, 10.9527], [-9.6158, -8.1116, 9.3060], [-11.9631, -8.2812, 9.4906], [-13.0175, -8.9844, 11.6882], [-13.1829, -5.9683, 14.2079], [-12.5025, -7.5269, 15.4700], [-10.4205, -7.4022, 15.5135], [-13.0482, -6.9076, 17.4243]],
  "forces_ev_per_angstrom": [[0.814, -0.968, -0.891], [0.024, 1.188, 0.197], [0.129, 0.252, 0.232], [-1.290, -0.978, -1.151], [2.642, -0.222, 0.173], [-0.744, -0.070, 0.443], [0.329, 0.025, -0.884], [0.455, -2.175, -0.515], [-0.718, 0.644, 1.303], [-0.188, 0.454, 1.252], [0.175, 0.339, 0.443], [-0.401, 0.167, 0.013], [1.893, -1.394, 1.099], [-0.696, 1.061, -0.551], [-0.506, -1.014, -1.471], [-0.302, 0.424, -0.050], [-0.697, 2.744, -0.201], [1.158, -0.546, 1.671], [-0.227, -1.006, -0.463], [1.563, 0.485, -0.599], [-0.434, -0.264, 0.545], [-1.456, -0.759, -0.299], [-0.375, 0.513, 0.205], [0.887, 0.093, 0.656], [-0.955, 0.681, 0.109], [-0.616, 0.147, 0.158], [-1.007, 1.024, -0.626], [-0.082, -0.183, -1.294], [0.077, -0.076, 0.086], [1.324, 0.032, 0.826], [-0.654, -1.213, -0.475], [-0.029, 0.118, -0.604], [0.241, -0.253, 0.476], [-0.874, -0.053, 0.120], [0.117, -0.056, -0.140], [-0.230, 1.122, 0.841], [1.036, 0.437, 0.508], [-0.540, 0.126, 2.092], [-0.113, 1.040, 0.699], [0.787, -1.263, -1.802], [0.627, 0.806, 0.584], [-0.547, -0.586, 0.524], [0.300, -0.129, -1.246], [-1.183, -0.374, -1.299], [0.999, -0.459, 0.355], [-1.782, -1.206, 2.568], [2.072, 1.651, -3.328], [0.089, 0.637, -1.211], [-0.195, -0.501, 1.655], [1.139, -0.780, -0.737], [-0.264, 1.905, -0.107], [0.461, -0.302, -0.985], [0.665, 0.209, -0.651], [-0.420, 0.434, 0.250], [-0.331, -0.615, -0.861], [-0.079, -0.298, -0.588], [-0.498, 0.216, 1.286], [-1.373, -0.348, 0.220], [0.042, -0.423, -0.779], [0.678, -0.539, 0.573], [0.656, 0.549, -0.248], [-1.269, -0.489, 0.536], [0.184, -0.663, 0.931], [-0.293, 0.242, 0.129], [-0.404, -0.096, 0.082], [0.273, -0.893, 0.496], [0.232, 2.016, 0.778], [-0.436, -0.142, -0.149], [0.134, -0.446, -0.910]]
}



Number 1: strongest force on any atom 0.030 Eh/bohr. Number 2: strongest force on any atom 0.083 Eh/bohr.